# C6H10N3

The ion C6H10N3 with charge +1 at a distorted geometry (the ωB97M-V functional and the def2-TZVPD basis, OMol25).

Structure (XYZ):
```
19
Properties=species:S:1:pos:R:3:forces:R:3:lowdin_charge:R:1
C 1.2319 0.6802 0.1642 1.155 1.545 0.370 -0.0450
C -1.0838 -0.6297 -0.0255 -1.619 0.923 -0.484 -0.2780
C 1.5954 1.8888 0.4891 1.332 -2.425 3.382 0.1202
C -1.4531 1.8250 -0.5011 -1.302 -0.177 0.932 0.0594
C -2.4046 -1.3840 0.3401 2.763 0.075 -0.694 0.0515
C 2.2523 -1.3604 -0.4108 3.024 0.795 0.591 0.0370
N 0.0205 -1.2738 -0.1206 -2.349 -2.029 0.735 0.1221
N 1.1111 -0.5458 -0.0837 1.902 1.769 0.134 -0.1508
N -1.0872 0.7408 0.0451 -1.780 -0.268 -0.273 0.0525
H 2.0152 1.9509 1.6047 -1.215 0.253 -2.459 0.1626
H 1.6463 2.7019 -0.1652 0.071 1.088 -0.855 0.0701
H -1.7236 1.9993 -1.5685 0.402 -0.486 0.611 0.1146
H -1.7005 2.6624 0.2161 0.831 -0.534 -0.938 0.1213
H -3.2343 -1.3330 -0.3144 -0.439 0.131 -1.057 0.0800
H -2.6545 -0.8949 1.2094 -1.029 1.206 2.143 0.0562
H -2.1636 -2.3859 0.6669 0.157 -0.315 -0.497 0.0923
H 1.9543 -1.7699 -1.3100 -0.171 -1.504 -1.807 0.0788
H 3.1910 -0.7673 -0.5948 -1.173 -0.245 0.336 0.1332
H 2.4873 -2.1044 0.3592 -0.561 0.197 -0.170 0.1221
```
Forces are in eV/Å.

HOMO-LUMO gap in hartree: 0.331
Total charge: +1
Calculated total energy in eV: -10842.8947
SMILES: C=C=[N+](C)/N=C(/C)N=C
Spin multiplicity: 1
Energy above the lowest of the compared OMol25 structures with the same formula, charge and spin in eV: 5.368